Entry a
Formula: C4H11N2S
Source: the Open Molecules 2025 dataset
Level of theory: ωB97M-V/def2-TZVPD

The net charge is +1. The HOMO energy (spin up / spin down) comes out at -12.8 / -13.3 eV. As for the spin multiplicity: 1. As for the frontier orbital gap (spin up / spin down): 6.44 / 8.58 eV.

```
18
C4H11N2S | the Open Molecules 2025 dataset | ωB97M-V/def2-TZVPD
C 0.46 -1.98 1.34
C 2.12 0.55 -0.81
C -2.83 0.31 -0.57
C -0.24 0.42 -0.31
N 1.30 1.64 0.98
N 0.99 0.89 0.04
S -1.59 1.27 0.30
H -0.50 -2.08 1.94
H 0.71 -2.58 0.54
H 1.34 -1.39 1.46
H 2.24 1.13 -1.63
H 2.14 -0.55 -1.09
H 3.09 0.55 -0.37
H -3.66 0.27 0.05
H -2.48 -0.64 -1.03
H -3.08 0.85 -1.54
H -0.48 -0.46 -0.87
H 0.48 1.81 1.58
```

=====

Entry b
Formula: C4H11N2S
Source: the Open Molecules 2025 dataset
Level of theory: ωB97M-V/def2-TZVPD

The net charge is +1. The HOMO energy comes out at -14.1 eV. As for the spin multiplicity: 1. As for the frontier orbital gap: 10.52 eV.

```
18
C4H11N2S | the Open Molecules 2025 dataset | ωB97M-V/def2-TZVPD
C 0.32 -0.31 -1.87
C -0.59 0.40 -0.04
C 0.99 -0.69 1.59
C -0.29 0.07 1.33
N -0.51 -1.17 -1.03
N 0.56 0.73 -0.84
S -2.28 1.05 -0.48
H 1.27 -0.66 -2.19
H -0.01 0.20 -2.76
H 0.94 -1.63 0.98
H 1.02 -0.99 2.55
H 1.98 -0.22 1.42
H -0.38 1.00 1.94
H -1.10 -0.62 1.63
H -1.38 -1.28 -1.43
H 1.26 0.53 -0.21
H 0.69 1.72 -1.12
H -2.47 1.87 0.54
```

=====

Least stable = entry a

=====

Entry a
Formula: C4H4ClF
Source: the Open Molecules 2025 dataset
Level of theory: ωB97M-V/def2-TZVPD

The HOMO energy comes out at -10.0 eV. As for the spin multiplicity: 1. As for the frontier orbital gap: 10.93 eV.

```
10
C4H4ClF | the Open Molecules 2025 dataset | ωB97M-V/def2-TZVPD
C 0.78 0.25 -0.83
C 0.40 -1.03 -0.53
C 0.01 0.94 0.27
C -0.50 -0.51 0.55
F -0.86 1.90 0.12
Cl -2.18 -0.62 -0.05
H 1.26 0.70 -1.66
H 0.83 -2.00 -0.83
H 0.79 1.15 1.16
H -0.53 -0.79 1.80
```

=====

Entry b
Formula: C4H4ClF
Source: the Open Molecules 2025 dataset
Level of theory: ωB97M-V/def2-TZVPD

Its SMILES is F/C=C\C=C\Cl. The HOMO energy comes out at -8.8 eV. As for the spin multiplicity: 1. As for the frontier orbital gap: 9.43 eV.

```
10
C4H4ClF | the Open Molecules 2025 dataset | ωB97M-V/def2-TZVPD
F 2.32 -1.36 0.02
C 1.89 -0.05 0.03
C 0.62 0.44 -0.13
C -0.60 -0.38 -0.09
C -1.80 0.22 0.08
Cl -3.27 -0.74 -0.01
H 2.71 0.51 0.28
H 0.45 1.49 -0.25
H -0.51 -1.44 -0.20
H -1.80 1.32 0.26
```

=====

Least stable = entry a

=====

Entry a
Formula: C9H17N2O
Source: the Open Molecules 2025 dataset
Level of theory: ωB97M-V/def2-TZVPD

The net charge is +1. Its SMILES is C[NH2+][C@@H](c1ccc[nH]1)C(C)(C)O. The HOMO energy comes out at -11.8 eV. As for the spin multiplicity: 1. As for the frontier orbital gap: 9.21 eV.

```
29
C9H17N2O | the Open Molecules 2025 dataset | ωB97M-V/def2-TZVPD
C 2.62 -1.22 -1.20
N 1.49 -0.24 -0.97
C 0.24 -0.59 -0.28
C 0.15 -0.10 1.13
C 0.66 1.07 1.73
C 0.37 1.09 3.15
C -0.15 -0.17 3.43
N -0.17 -0.88 2.22
C -1.09 0.14 -1.23
C -2.36 -0.66 -1.09
C -1.09 1.61 -0.86
O -0.48 0.09 -2.55
H 3.18 -1.39 -0.21
H 2.13 -2.14 -1.62
H 3.45 -0.64 -1.64
H 1.85 0.57 -0.57
H 1.05 -0.16 -1.89
H 0.12 -1.60 -0.08
H 0.91 2.02 1.18
H 0.63 1.91 3.84
H -0.72 -0.37 4.30
H -0.39 -1.89 2.06
H -2.97 -0.34 -0.20
H -3.03 -0.50 -2.01
H -2.05 -1.72 -1.16
H -0.96 1.76 0.15
H -2.04 2.12 -0.99
H -0.24 1.94 -1.48
H -1.10 0.28 -3.19
```

=====

Entry b
Formula: C9H17N2O
Source: the Open Molecules 2025 dataset
Level of theory: ωB97M-V/def2-TZVPD

The net charge is +1. Its SMILES is CC1(C)[NH2+]C(C)(C)N2OCC=C21. The HOMO energy comes out at -11.9 eV. As for the spin multiplicity: 1. As for the frontier orbital gap: 9.10 eV.

```
29
C9H17N2O | the Open Molecules 2025 dataset | ωB97M-V/def2-TZVPD
C -0.89 -0.18 -2.44
C -0.31 -0.75 -1.15
C -0.19 -2.28 -0.97
N 1.02 -0.08 -0.90
C 1.14 0.53 0.50
C 1.17 2.03 0.41
C 2.36 0.05 1.26
N -0.09 -0.06 1.13
O -0.71 0.78 2.07
C -2.14 0.56 1.96
C -2.29 -0.04 0.51
C -1.03 -0.30 0.12
H -0.32 -0.73 -3.18
H -0.44 0.87 -2.40
H -1.92 -0.22 -2.41
H 0.26 -2.95 -1.67
H -1.22 -2.79 -0.97
H 0.18 -2.62 -0.03
H 1.74 -0.75 -1.04
H 1.05 0.58 -1.59
H 0.08 2.19 0.08
H 1.87 2.60 -0.22
H 1.22 2.49 1.50
H 2.26 -0.96 1.46
H 2.24 0.63 2.16
H 3.36 0.27 0.87
H -2.77 1.51 2.15
H -2.43 -0.09 2.73
H -3.24 -0.27 0.06
```

=====

Entry c
Formula: C9H17N2O
Source: the Open Molecules 2025 dataset
Level of theory: ωB97M-V/def2-TZVPD

The net charge is +1. The HOMO energy (spin up / spin down) comes out at -10.1 / -10.8 eV. As for the spin multiplicity: 1. As for the frontier orbital gap (spin up / spin down): 5.64 / 6.59 eV.

```
29
C9H17N2O | the Open Molecules 2025 dataset | ωB97M-V/def2-TZVPD
C -0.86 1.35 -0.15
C 0.46 -1.21 -1.52
C -1.28 0.62 1.12
C 0.28 2.32 -0.18
C -0.45 -2.23 -0.94
C -1.09 -0.90 1.29
C -1.50 -1.87 0.14
C 1.94 0.69 -0.95
C 1.95 1.46 1.32
N 1.33 -0.59 -0.73
N 1.48 1.58 0.08
O -1.04 0.58 -1.27
H -0.68 1.17 1.89
H -2.26 0.89 1.28
H 0.29 2.78 -1.09
H 0.14 3.03 0.51
H -1.20 -2.66 -1.71
H 0.17 -3.07 -0.44
H -0.06 -1.18 1.61
H -1.85 -1.14 2.14
H -2.37 -1.43 -0.26
H -1.94 -2.75 0.63
H 2.92 0.60 -0.97
H 1.52 1.09 -1.95
H 1.56 2.31 1.96
H 2.48 0.69 1.80
H 1.20 -0.90 0.27
H 0.38 -1.02 -2.64
H -1.52 -0.22 -1.25
```

=====

Least stable = entry c

=====

Entry a
Formula: C18H22N2O3S2
Source: the Open Molecules 2025 dataset
Level of theory: ωB97M-V/def2-TZVPD

The HOMO energy comes out at -9.0 eV. As for the spin multiplicity: 1. As for the frontier orbital gap: 9.52 eV.

```
47
C18H22N2O3S2 | the Open Molecules 2025 dataset | ωB97M-V/def2-TZVPD
O -0.31 2.16 -1.80
C 0.49 1.26 -2.04
N 0.83 0.32 -1.12
C 0.29 0.50 0.05
N 0.50 -0.31 1.09
C 1.27 -1.49 1.01
C 2.13 -1.82 2.05
C 2.88 -2.98 1.99
C 2.78 -3.82 0.89
C 1.92 -3.49 -0.15
C 1.16 -2.33 -0.09
H 0.50 -2.07 -0.90
H 1.84 -4.14 -1.01
H 3.36 -4.72 0.84
H 3.55 -3.23 2.80
H 2.23 -1.17 2.91
C -0.33 -0.07 2.27
C -1.52 -1.01 2.32
H -1.28 -2.01 2.68
H -2.06 -1.07 1.37
S -2.57 -0.12 3.50
O -3.95 -0.49 3.40
O -1.95 -0.19 4.79
C -2.24 1.51 2.75
C -0.83 1.38 2.20
H -0.14 2.04 2.73
S -0.75 1.86 0.39
H -2.35 2.28 3.49
H -2.98 1.64 1.96
H 0.26 -0.22 3.17
C 1.14 1.06 -3.39
C 0.43 -0.11 -4.09
C 1.05 -0.34 -5.47
C 0.97 0.92 -6.32
C 1.67 2.08 -5.62
C 1.06 2.32 -4.24
H 0.02 2.62 -4.34
H 1.59 3.14 -3.73
H 1.59 2.98 -6.22
H 2.74 1.84 -5.51
H -0.08 1.18 -6.48
H 1.42 0.75 -7.29
H 0.53 -1.16 -5.97
H 2.10 -0.63 -5.35
H -0.63 0.14 -4.20
H 0.52 -1.00 -3.48
H 2.18 0.77 -3.21
```

=====

Entry b
Formula: C18H22N2O3S2
Source: the Open Molecules 2025 dataset
Level of theory: ωB97M-V/def2-TZVPD

Its SMILES is O=C(CCNS(=O)(=O)c1ccccc1)NCCCSc1ccccc1. The HOMO energy comes out at -8.5 eV. As for the spin multiplicity: 1. As for the frontier orbital gap: 9.06 eV.

```
47
C18H22N2O3S2 | the Open Molecules 2025 dataset | ωB97M-V/def2-TZVPD
O -1.28 -3.00 -1.07
C -0.38 -2.88 -0.26
C 1.04 -3.36 -0.55
C 1.72 -2.43 -1.56
N 1.85 -1.07 -1.07
S 2.83 -0.88 0.28
O 2.04 -0.90 1.49
O 3.91 -1.81 0.17
C 3.42 0.78 -0.01
C 2.92 1.85 0.72
C 3.38 3.12 0.44
C 4.32 3.32 -0.56
C 4.82 2.24 -1.28
C 4.36 0.96 -1.00
N -0.54 -2.29 0.94
C -1.82 -1.75 1.34
C -1.71 -0.45 2.13
C -0.77 0.58 1.52
S -0.98 0.83 -0.28
C -2.74 1.04 -0.43
C -3.43 1.91 0.40
C -4.80 2.05 0.25
C -5.47 1.33 -0.72
C -4.78 0.47 -1.55
C -3.41 0.32 -1.41
H 0.98 -4.36 -0.98
H 1.64 -3.40 0.36
H 2.73 -2.78 -1.76
H 1.14 -2.40 -2.49
H 0.96 -0.61 -0.93
H 2.20 1.66 1.49
H 3.00 3.97 0.99
H 4.67 4.31 -0.78
H 5.56 2.40 -2.05
H 4.73 0.10 -1.53
H 0.27 -2.10 1.52
H -2.36 -2.48 1.94
H -2.39 -1.60 0.41
H -1.34 -0.66 3.13
H -2.72 -0.03 2.22
H -0.88 1.55 2.01
H 0.27 0.26 1.61
H -2.91 2.49 1.15
H -5.34 2.72 0.90
H -6.54 1.44 -0.83
H -5.30 -0.09 -2.31
H -2.86 -0.36 -2.04
```

=====

Least stable = entry a